Record 1
An isolated ion of composition C4H8N3 and charge +1. Source: OMol25; level of theory: wB97M-V/def2-TZVPD.

Each line ends with the natural charge from an NBO analysis.
Geometry (Å):
H 2.6651 1.8633 0.5305  0.399
N 2.1635 1.0158 0.2934  -0.544
C 2.8093 -0.0228 0.0417  0.198
N 2.0357 -1.1755 -0.3125  -0.009
N 0.8548 -1.0726 -0.2607  0.070
C -0.2757 -0.5538 -0.1324  0.385
C -0.8919 0.0946 -1.3224  -0.655
C -1.0622 -0.7250 1.1135  -0.670
H 3.8720 -0.2403 0.0136  0.223
H -0.2055 0.1477 -2.1643  0.252
H -1.1877 1.1025 -1.0317  0.274
H -1.7911 -0.4429 -1.6215  0.271
H -0.7764 -1.6233 1.6555  0.265
H -2.1277 -0.7460 0.8997  0.264
H -0.8609 0.1289 1.7635  0.279

Cartesian forces (eV/Å) of the 2 atoms listed first:
0.407 -0.058 -0.011
-0.117 -0.104 -0.022

Its electronic energy is -321.132680 Ha. The calculation puts the molar mass at 98.13 g/mol. The calculation puts the frontier orbital gap at 0.3510 Eh. Its SMILES is [H]/N=C/N=[N+]=C(C)C. For the energy above the lowest of the compared OMol25 structures with the same formula, charge and spin, the calculation gives 4.316 eV. The charge is +1.

---

Record 2
A 2-piece molecular cluster, C4H7NO2 overall. Source: OMol25; level of theory: wB97M-V/def2-TZVPD.

Each line ends with the natural charge from an NBO analysis.
Geometry (Å):
O 2.2886 1.0467 -0.1349  -0.320
N 1.9171 0.0037 -0.6475  0.137
C 0.5722 -0.3502 -0.4128  -0.011
C -0.5674 0.2449 -0.0002  -0.055
C -1.3460 -1.0386 -0.0558  -0.432
C -0.0819 -1.6763 -0.7098  -0.413
H -0.8592 1.2534 0.2505  0.235
H -1.5590 -1.4334 0.9443  0.229
H -2.2702 -1.0281 -0.6403  0.218
H 0.3340 -2.5728 -0.2445  0.213
H -0.2143 -1.8382 -1.7829  0.217
O 0.4641 2.4008 1.5193  -0.956
H 1.1744 1.9399 1.0358  0.481
H 0.1477 3.0481 0.8788  0.458

Cartesian forces (eV/Å) of the 2 atoms listed first:
-0.187 -0.422 -0.219
0.039 0.382 0.084

Its electronic energy is -361.702742 Ha. The calculation puts the molar mass at 101.10 g/mol. The calculation puts the frontier orbital gap at 0.3097 Eh. Its SMILES is O=NC1=CCC1.O. For the energy above the lowest of the compared OMol25 structures with the same formula, charge and spin, the calculation gives 4.847 eV.

---

Record 3
C31H28N6O7S2W as an isolated structure. Source: OMol25; level of theory: wB97M-V/def2-TZVPD.

Each line ends with the Mulliken charge.
Geometry (Å):
W -1.1411 0.4360 -0.5711  1.477
C -3.5546 2.8301 0.3634  -1.523
O -2.7885 1.6585 0.7271  0.008
C -3.2702 0.9655 1.8400  0.921
C -4.3321 1.3785 2.6162  -0.940
C -4.7349 0.5649 3.6695  -0.787
C -4.0875 -0.6339 3.9318  -0.853
C -3.0120 -1.0280 3.1562  -0.831
C -2.5862 -0.2087 2.1191  0.582
N -1.4572 -0.4885 1.3121  0.940
N -0.6994 -1.4051 1.8022  -1.085
C 0.2485 -2.0347 1.1126  0.412
C 0.2739 -2.0825 -0.3145  0.844
O -0.6073 -1.3711 -0.9856  -0.348
C 1.1096 -2.9731 -0.9952  -0.966
C 1.9684 -3.7573 -0.2750  -0.877
C 2.0233 -3.7329 1.1452  0.806
C 2.9317 -4.5484 1.8446  -0.986
C 2.9719 -4.5199 3.2161  -0.656
C 2.1080 -3.6723 3.9212  -0.763
C 1.2150 -2.8586 3.2585  -0.740
C 1.1511 -2.8851 1.8615  0.745
H -3.4951 3.5727 1.1581  0.395
H -4.5901 2.5452 0.1855  0.418
H -3.1270 3.2242 -0.5515  0.624
H -4.8655 2.2957 2.4199  0.491
H -5.5765 0.8701 4.2755  0.462
H -4.4281 -1.2684 4.7374  0.444
H -2.5040 -1.9632 3.3413  0.554
H 1.0518 -3.0227 -2.0736  0.636
H 2.6337 -4.4347 -0.7974  0.467
H 3.5935 -5.1975 1.2853  0.459
H 3.6657 -5.1498 3.7552  0.445
H 2.1435 -3.6555 5.0023  0.451
H 0.5651 -2.1962 3.8141  0.478
N -0.4781 2.6314 -0.3626  -0.423
C -0.4855 3.3565 -1.6504  -0.797
C -1.5108 2.6960 -2.5468  0.579
O -1.8443 3.1371 -3.6109  -0.571
N -2.0602 1.5459 -1.9767  0.632
C -3.3505 1.1579 -2.5318  -0.726
C -3.8268 -0.0196 -1.7255  0.256
O -4.8991 -0.5210 -1.7309  -0.543
O -2.8047 -0.4804 -0.9464  -0.756
H -1.1101 3.0752 0.2971  0.384
H 0.4423 2.6719 0.0659  0.257
H 0.5018 3.3147 -2.1068  0.300
H -0.7537 4.4044 -1.5202  0.502
H -3.2745 0.8821 -3.5850  0.476
H -4.0730 1.9735 -2.4737  0.541
O 4.4464 1.2176 -1.1773  -0.633
C 4.2246 1.0207 0.1267  0.470
C 5.3389 1.0240 0.9672  -0.780
C 5.1875 0.8234 2.3205  -0.437
C 3.9239 0.6097 2.8833  -1.166
C 2.8197 0.6035 2.0709  -0.344
C 2.9445 0.8098 0.6829  0.002
C 1.7617 0.7534 -0.1453  0.909
O 0.6041 0.4662 0.4364  -0.730
N 1.7721 0.9623 -1.4267  -1.089
N 0.5221 0.6932 -1.9887  1.382
C 0.5615 0.4667 -3.2781  -0.011
S 1.9928 0.7983 -4.1858  -0.032
C 1.3750 0.0707 -5.7318  -0.592
C -0.1279 0.2477 -5.7739  -0.647
S -0.7679 -0.2210 -4.1377  0.009
H 3.6120 1.1760 -1.6744  0.488
H 6.3115 1.1890 0.5245  0.503
H 6.0622 0.8331 2.9572  0.425
H 3.8211 0.4545 3.9480  0.492
H 1.8352 0.4379 2.4885  0.393
H 1.6640 -0.9786 -5.7605  0.337
H 1.8592 0.5988 -6.5520  0.463
H -0.5939 -0.4128 -6.5034  0.450
H -0.4207 1.2772 -5.9739  0.322

Cartesian forces (eV/Å) of the 2 atoms listed first:
-0.047 0.666 0.170
0.008 0.020 -0.064

Its electronic energy is -2916.359888 Ha. The calculation puts the molar mass at 844.57 g/mol. The calculation puts the frontier orbital gap at 0.1892 Eh. For the energy above the lowest of the compared OMol25 structures with the same formula, charge and spin, the calculation gives 0.235 eV. The charge is +2.

---

Record 4
C16H22ClF9N2O3PtS as an isolated structure. Source: OMol25; level of theory: wB97M-V/def2-TZVPD.

Each line ends with the natural charge from an NBO analysis.
Geometry (Å):
C 0.9589 4.2929 2.3406  -0.109
C 0.8817 3.7164 0.9584  0.137
C 0.8465 2.0692 0.6362  -0.062
C 2.3671 1.6564 1.0005  -0.558
C 2.7554 0.0788 1.0059  0.506
O 3.1491 -0.6107 -0.0960  -0.416
Cl 2.6756 -0.8480 2.6354  -0.044
C -0.4545 1.5147 1.4562  -0.185
N -0.4683 1.4720 2.9654  -0.792
C -1.5607 2.4946 0.6674  0.740
O -2.7770 2.7981 1.1550  -0.461
O -0.9763 2.8981 -0.6571  -0.504
C 0.2659 2.0797 -0.8913  0.297
C 1.2634 2.7097 -2.0774  -0.463
C 2.5504 1.7476 -2.4211  -0.255
N 2.8911 1.9733 -3.9097  -0.819
C -0.3577 0.7867 -1.6305  -0.482
C 0.0867 -0.6914 -1.1370  -0.426
C -1.0559 -1.8812 -1.4298  -0.428
C -2.5090 -1.5811 -0.7915  -0.483
C -3.2992 -2.7357 -0.0020  0.655
F -4.6255 -2.8972 -0.7190  -0.323
F -3.7138 -2.1539 1.3300  -0.338
C -2.6834 -4.2313 0.0746  0.466
F -2.2502 -4.7774 -1.2662  -0.289
F -3.8611 -5.1193 0.4271  -0.284
S -1.4193 -4.5791 1.3978  2.190
F -1.8718 -6.2675 1.3146  -0.414
F -0.1683 -4.9864 0.2496  -0.433
F -0.9041 -2.9600 1.5444  -0.465
F -2.5672 -4.4561 2.6951  -0.407
F -0.2502 -4.9708 2.6286  -0.407
H -0.0915 4.5696 2.8327  0.350
H 1.9587 4.4390 2.9326  0.323
H 0.9051 4.5319 0.0861  0.353
H 2.6171 2.0731 2.0913  0.260
H 3.0911 2.2534 0.2779  0.316
H -0.9199 0.4579 1.1922  0.314
H -1.3657 1.1163 3.3619  0.436
H 0.2835 0.7957 3.2979  0.397
H 0.6408 2.9006 -3.0782  0.287
H 1.7040 3.7632 -1.7855  0.215
H 3.5446 2.0484 -1.8433  0.205
H 2.3536 0.5994 -2.3207  0.210
H 2.0923 1.5720 -4.4554  0.359
H 3.7567 1.3780 -4.0617  0.381
H -1.5482 0.8824 -1.6384  0.264
H -0.0648 0.8601 -2.7869  0.262
H 0.3540 -0.8198 -0.0096  0.187
H 1.0411 -1.0473 -1.7594  0.247
H -0.5362 -2.8831 -1.1376  0.253
H -1.1687 -1.8997 -2.6180  0.238
H -2.3804 -0.6506 -0.0533  0.217
H -3.2003 -1.1569 -1.6683  0.290
Pt 4.0147 -2.3250 3.6894  0.490

Cartesian forces (eV/Å) of the 2 atoms listed first:
-1.049 -1.330 -1.145
0.388 0.855 1.455

Its electronic energy is -2833.085132 Ha. The calculation puts the molar mass at 723.94 g/mol. The calculation puts the frontier orbital gap at 0.0936 Eh. The charge is +2.

---

Record 5
An isolated ion of composition C6H11N and charge -1. Source: OMol25; level of theory: wB97M-V/def2-TZVPD.

Each line ends with the Mulliken spin population.
Geometry (Å):
C -0.2627 0.1711 -2.1387  0.005
C 0.4586 -0.6773 -1.0607  -0.017
N 0.0505 2.1711 0.1983  0.872
C 0.4320 0.9835 1.0048  -0.061
C 0.1021 -0.3576 0.3922  0.036
C 0.3447 -1.6325 1.2374  0.045
C -0.9868 -1.0661 1.2593  0.008
H -0.6166 1.1291 -1.7708  0.016
H 0.3757 0.3370 -3.0140  -0.003
H 0.1244 -1.7121 -1.1094  -0.005
H 1.5516 -0.7423 -1.1227  0.004
H 0.6635 2.9389 0.4978  -0.015
H -1.1058 -0.4532 -2.4244  -0.001
H 1.4278 1.0518 1.4650  0.016
H -0.3912 1.3878 1.6588  0.105
H 1.0289 -1.5755 2.0897  0.002
H -1.8508 -1.4187 0.6820  0.002
H -1.3459 -0.5350 2.1553  -0.006

Cartesian forces (eV/Å) of the 2 atoms listed first:
0.550 -0.670 -0.019
-1.154 0.587 0.624

The spin multiplicity is 2. Its electronic energy is -289.767927 Ha. The calculation puts the molar mass at 97.16 g/mol. The calculation puts the frontier orbital gap (spin up / spin down) at 0.1963 / 0.1892 Eh. For the energy above the lowest of the compared OMol25 structures with the same formula, charge and spin, the calculation gives 3.478 eV. The charge is -1.